(1)
The following is a quantum chemistry calculation of 4 unconnected molecules or ions with the total composition C10H20O8, from the OMol25 dataset.

Last column: Löwdin charge in e.
Geometry (Å):
C -1.958 0.034 -2.515  -0.16
O -1.621 -1.083 -1.705  -0.15
H -1.032 0.584 -2.683  0.07
H -2.336 -0.332 -3.469  0.07
H -2.721 0.666 -2.061  0.07
H -1.067 -0.862 -0.953  0.02
C 0.089 -0.972 1.862  -0.12
O -0.007 -0.385 0.569  -0.14
H 1.148 -0.895 2.108  0.09
H -0.351 -0.432 2.701  0.08
H -0.311 -1.985 1.894  0.06
H 0.320 0.517 0.594  0.02
C -1.732 -4.547 0.599  -0.01
C -0.359 -5.191 0.534  -0.30
C 0.639 -4.219 -0.098  -0.08
O 1.581 -4.133 0.977  0.05
C 1.110 -4.716 2.115  -0.54
O 1.773 -4.792 3.182  0.08
O -0.013 -5.325 1.897  0.10
H -1.652 -3.666 1.237  0.08
H -2.453 -5.232 1.046  0.09
H -2.080 -4.202 -0.374  0.09
H -0.298 -6.195 0.115  0.16
H 0.287 -3.259 -0.475  0.13
H 1.145 -4.692 -0.939  0.13
C 2.001 5.999 -1.248  -0.02
C 1.152 5.435 -0.125  -0.31
C -0.292 5.085 -0.595  -0.06
O -0.465 3.826 0.038  0.11
C 0.652 3.339 0.491  -0.56
O 0.784 2.199 0.860  0.14
O 1.653 4.192 0.291  0.11
H 1.653 6.960 -1.629  0.09
H 2.069 5.301 -2.082  0.09
H 3.027 6.090 -0.891  0.09
H 1.097 6.038 0.781  0.16
H -0.385 5.015 -1.679  0.13
H -1.051 5.835 -0.372  0.14

Atoms 1-2, force components in eV/Å:
0.773 -0.441 0.510
-0.795 -0.777 -0.606

Computed properties:
* LUMO level: 0.4028 eV
* highest occupied orbital energy: -9.73 eV
* relative energy (zero: lowest compared OMol25 entry of this formula, charge and spin): 0.223 eV
* SMILES: C[C@H]1COC(=O)O1.C[C@H]1COC(=O)O1.CO.CO
* frontier orbital gap: 10.13 eV

(2)
The following is a quantum chemistry calculation of 2 unconnected molecules or ions with the total composition C10H20Si, from the OMol25 dataset.

Last column: Löwdin charge in e.
Geometry (Å):
C 3.194 0.723 -1.286  0.09
C 2.682 1.623 -0.538  -0.18
C 2.339 2.565 1.632  -0.13
C -1.869 -1.881 -1.193  -0.14
C -2.878 0.070 -0.046  -0.11
C -1.041 0.433 -1.965  -0.07
C -0.630 -0.992 2.415  -0.18
C 1.383 -1.545 -0.140  -0.22
C 1.837 2.327 0.257  -0.20
C -1.565 -0.408 -0.774  -0.65
Si -0.179 -0.695 0.547  0.84
H 4.044 0.264 -1.718  0.02
H 3.006 1.844 1.942  0.04
H 1.552 2.393 2.294  0.04
H 2.822 3.656 1.609  0.13
H -2.900 -1.883 -1.584  0.08
H -1.264 -2.250 -2.010  0.06
H -1.701 -2.706 -0.520  0.06
H -3.608 0.306 -0.869  0.09
H -2.579 0.860 0.579  0.04
H -3.426 -0.769 0.534  0.11
H -0.375 1.184 -1.524  0.06
H -0.626 -0.359 -2.484  0.04
H -1.901 0.856 -2.559  0.10
H -1.230 -1.889 2.544  0.03
H 0.232 -0.948 2.902  -0.04
H -1.278 -0.264 2.728  -0.02
H 1.150 -2.660 -0.561  0.09
H 1.904 -0.912 -0.898  -0.02
H 2.070 -1.661 0.556  -0.06
H 0.835 2.719 0.130  0.09

Atoms 1-2, force components in eV/Å:
-0.808 3.222 2.605
0.202 -3.002 -3.400

Computed properties:
* LUMO level (spin up / spin down): 0.3220 / -0.2592 eV
* highest occupied orbital energy (spin up / spin down): -7.43 / -5.98 eV
* relative energy (zero: lowest compared OMol25 entry of this formula, charge and spin): 5.902 eV
* frontier orbital gap (spin up / spin down): 7.75 / 5.72 eV

(3)
The following is a quantum chemistry calculation of a molecular structure, C10H21BrCl2FeN6O, from the OMol25 dataset.

Last column: Löwdin spin population.
Geometry (Å):
Fe -0.084 0.642 -0.390  4.16
Cl 0.433 2.468 1.524  0.04
C 0.563 4.127 0.833  0.00
Cl -0.952 4.662 0.133  0.00
H 1.347 4.085 0.085  0.00
H 0.817 4.767 1.669  0.00
C 0.387 -1.247 2.142  0.00
N -0.782 -0.673 1.436  0.06
C -1.657 -0.090 2.470  0.00
C -1.530 -1.749 0.750  0.00
C -0.802 -2.251 -0.477  0.00
N -0.618 -1.170 -1.479  0.10
C 0.489 -1.550 -2.395  0.00
C -1.836 -1.024 -2.305  0.01
H 0.047 -1.938 2.918  0.00
H 0.957 -0.444 2.605  0.00
H 1.044 -1.771 1.457  0.00
H -1.980 -0.865 3.172  0.00
H -2.550 0.345 2.026  0.00
H -1.121 0.676 3.027  0.00
H -2.508 -1.352 0.467  0.00
H -1.719 -2.577 1.443  0.00
H -1.359 -3.078 -0.929  0.00
H 0.183 -2.633 -0.215  0.00
H 0.242 -2.494 -2.887  0.00
H 1.413 -1.667 -1.836  0.00
H 0.613 -0.774 -3.147  0.00
H -1.989 -1.930 -2.897  0.00
H -1.722 -0.173 -2.972  0.00
H -2.719 -0.888 -1.682  0.00
O 1.630 0.120 0.001  0.21
N 2.723 -0.587 -0.189  0.02
C 3.798 0.118 -0.187  0.03
C 3.750 1.551 -0.030  0.00
N 3.641 2.685 0.104  0.01
C 5.054 -0.552 -0.364  0.00
N 6.059 -1.085 -0.512  0.01
N -2.148 1.429 -0.266  0.06
H -2.158 2.134 -1.002  0.00
H -2.341 1.927 0.599  0.00
H -2.930 0.806 -0.444  0.00
Br 0.316 2.018 -2.259  0.25

Atoms 1-2, force components in eV/Å:
-0.178 -0.384 0.153
-0.102 0.094 0.108

Computed properties:
* LUMO level (spin up / spin down): -3.2862 / -5.0351 eV
* highest occupied orbital energy (spin up / spin down): -12.94 / -12.83 eV
* relative energy (zero: lowest compared OMol25 entry of this formula, charge and spin): 0.000 eV
* charge: +1
* frontier orbital gap (spin up / spin down): 9.65 / 7.80 eV
* spin multiplicity: 6

(4)
The following is a quantum chemistry calculation of a molecular structure, C10H21CeN3P, from the OMol25 dataset.

Last column: Löwdin charge in e.
Geometry (Å):
C 2.738 -0.258 -2.241  -0.20
C 2.455 0.236 -3.510  -0.26
C 1.791 1.597 -3.479  -0.32
C 2.067 2.239 -2.143  -0.29
C 2.481 1.303 -1.193  -0.16
Ce 0.516 0.455 -2.058  0.88
P 0.290 -2.699 -1.907  0.73
H 3.463 -1.116 -1.797  0.14
H 2.453 -0.391 -4.447  0.13
H 1.429 2.079 -4.386  0.12
H 2.875 1.463 -0.122  0.12
H 1.875 3.315 -1.946  0.12
H 0.911 -3.346 -0.798  -0.11
H 0.419 -3.724 -2.849  -0.12
H -1.087 -3.105 -1.504  -0.08
C 0.104 -2.055 1.952  -0.03
N -0.893 -0.979 2.011  -0.13
C -1.989 -1.151 2.930  -0.04
C -0.755 0.066 1.180  -0.36
N 0.175 -0.055 0.217  -0.05
N -1.621 1.132 1.132  -0.12
C -2.090 1.773 2.335  -0.04
C -1.482 2.052 0.004  -0.05
H -0.101 -2.687 2.810  0.10
H 1.127 -1.638 2.003  0.12
H 0.005 -2.682 1.058  0.05
H -1.774 -0.575 3.837  0.10
H -2.934 -0.860 2.477  0.10
H -2.030 -2.216 3.140  0.09
H 0.660 -0.978 0.290  0.02
H -1.274 2.311 2.832  0.12
H -2.898 2.456 2.091  0.10
H -2.508 1.049 3.001  0.05
H -0.468 2.454 -0.094  0.09
H -1.780 1.632 -0.965  0.07
H -2.150 2.902 0.134  0.11

Atoms 1-2, force components in eV/Å:
1.512 0.525 2.681
-0.168 1.521 -1.714

Computed properties:
* LUMO level (spin up / spin down): -3.0207 / -3.0168 eV
* highest occupied orbital energy (spin up / spin down): -8.94 / -8.89 eV
* relative energy (zero: lowest compared OMol25 entry of this formula, charge and spin): 0.000 eV
* charge: +1
* frontier orbital gap (spin up / spin down): 5.92 / 5.87 eV

(5)
The following is a quantum chemistry calculation of a molecular structure, C10H21Cl2O3PV, from the OMol25 dataset.

Last column: Löwdin spin population.
Geometry (Å):
V -0.279 0.928 -1.011  1.21
Cl -0.578 1.971 0.843  0.04
Cl -1.498 -0.768 -1.647  0.07
C -0.788 2.061 -2.346  0.05
H -1.235 1.710 -3.280  0.01
H -0.883 3.144 -2.213  0.01
C 1.329 0.006 -0.909  0.40
C 0.885 1.591 -2.238  0.05
H 1.084 -0.985 -0.470  0.03
C 1.719 2.780 -1.867  0.02
H 1.184 1.104 -3.178  0.01
C 3.216 2.462 -1.849  0.00
H 1.523 3.609 -2.567  0.01
H 1.403 3.167 -0.885  0.00
C 3.571 1.330 -0.897  0.01
H 3.537 2.197 -2.872  0.00
H 3.773 3.362 -1.573  0.00
C 2.807 0.009 -1.139  0.06
H 4.642 1.120 -1.012  0.00
H 3.432 1.654 0.145  0.00
H 3.035 -0.352 -2.163  0.02
H 3.276 -0.745 -0.476  0.00
C -3.145 0.218 2.567  0.00
O -2.077 -0.600 2.062  0.00
P -2.343 -2.077 1.384  0.00
O -2.812 -2.982 2.650  0.00
C -2.155 -2.958 3.921  0.00
O -0.727 -2.459 1.227  0.00
C -0.335 -3.635 0.502  0.00
H -3.441 0.952 1.806  0.00
H -2.756 0.749 3.444  0.00
H -4.028 -0.369 2.870  0.00
H -1.119 -2.598 3.865  0.00
H -2.732 -2.339 4.616  0.00
H -2.162 -3.994 4.274  0.00
H 0.189 -4.316 1.183  0.00
H -1.188 -4.173 0.053  0.00
H 0.348 -3.335 -0.306  0.00

Atoms 1-2, force components in eV/Å:
-1.539 -3.772 5.750
-0.470 1.308 1.835

Computed properties:
* LUMO level (spin up / spin down): 3.0713 / 3.0636 eV
* highest occupied orbital energy (spin up / spin down): -3.08 / -3.17 eV
* charge: -1
* frontier orbital gap (spin up / spin down): 6.15 / 6.23 eV
* spin multiplicity: 3

(6)
The following is a quantum chemistry calculation of a molecular structure, C10H21Cl2OPTi, from the OMol25 dataset.

Last column: Löwdin spin population.
Geometry (Å):
Ti 0.614 1.849 1.392  0.97
Cl -0.317 3.552 0.359  0.03
Cl 2.425 2.410 2.498  0.02
C 1.157 0.515 -0.047  -0.05
H 0.815 -0.493 -0.271  0.00
H 2.193 0.717 -0.372  0.00
C -0.536 -0.900 -2.301  0.00
C 0.778 -1.080 -2.658  0.00
H -1.136 -1.728 -1.910  0.00
C 1.591 -0.018 -3.326  0.00
H 1.259 -2.053 -2.528  0.00
C 1.031 1.393 -3.065  0.00
H 2.644 -0.080 -3.024  0.00
H 1.574 -0.182 -4.417  0.00
C -0.484 1.440 -3.240  0.00
H 1.274 1.680 -2.036  0.00
H 1.509 2.115 -3.741  0.00
C -1.187 0.447 -2.296  0.00
H -0.852 2.458 -3.063  0.00
H -0.730 1.174 -4.275  0.00
H -1.163 0.868 -1.275  0.00
H -2.247 0.354 -2.577  0.00
C -1.935 -0.691 4.149  0.00
P -0.699 -0.602 2.866  0.01
C 0.901 -1.090 3.505  0.00
C -1.158 -1.640 1.482  0.00
O -0.654 0.897 2.420  0.03
H -2.936 -0.616 3.703  0.00
H -1.799 0.140 4.855  0.00
H -1.862 -1.642 4.695  0.00
H 0.756 -1.906 4.226  0.00
H 1.546 -1.446 2.690  0.00
H 1.400 -0.247 4.001  0.00
H -2.043 -1.233 0.976  0.00
H -0.343 -1.711 0.753  0.00
H -1.387 -2.651 1.850  0.00

Atoms 1-2, force components in eV/Å:
1.324 -1.812 -3.001
-1.177 1.917 -1.027

Computed properties:
* LUMO level (spin up / spin down): 2.4685 / 2.4675 eV
* highest occupied orbital energy (spin up / spin down): -1.39 / -1.45 eV
* charge: -1
* frontier orbital gap (spin up / spin down): 3.86 / 3.92 eV
* spin multiplicity: 2

(7)
The following is a quantum chemistry calculation of a molecular structure, C10H21F3GaO2, from the OMol25 dataset.

Last column: Löwdin charge in e.
Geometry (Å):
C 0.772 -1.236 0.723  -0.25
C -0.187 -0.824 -0.395  -0.39
Ga -1.742 -2.144 -0.621  0.33
C -3.606 -1.274 -0.504  -0.49
C -3.610 0.147 0.047  -0.19
C -4.565 -2.160 0.312  -0.34
C -6.011 -2.155 -0.191  -0.13
H 0.952 -2.308 0.674  0.03
H 0.372 -1.018 1.711  0.05
H 1.750 -0.748 0.640  0.03
H 0.389 -0.824 -1.319  0.02
H -0.532 0.200 -0.250  0.01
H -1.616 -3.291 0.524  -0.08
H -1.649 -2.878 -2.075  -0.11
H -3.993 -1.220 -1.522  0.06
H -2.960 0.816 -0.514  0.05
H -3.286 0.185 1.088  0.06
H -4.620 0.575 0.018  0.05
H -4.504 -1.826 1.347  0.09
H -4.209 -3.186 0.293  0.06
H -6.542 -3.048 0.139  0.05
H -6.585 -1.296 0.150  0.05
H -6.003 -2.170 -1.275  0.06
C 6.466 2.464 -0.306  -0.06
C 5.587 1.937 0.808  -0.21
O 4.267 2.499 0.740  0.02
C 3.434 1.916 -0.126  -0.39
O 3.690 1.000 -0.849  0.17
C 2.052 2.589 -0.046  -0.53
F 2.182 3.937 -0.053  0.14
F 1.445 2.237 1.100  0.17
F 1.297 2.224 -1.076  0.18
H 6.491 3.554 -0.289  0.08
H 7.483 2.088 -0.192  0.08
H 6.091 2.151 -1.280  0.08
H 5.975 2.238 1.780  0.12
H 5.523 0.850 0.790  0.13

Atoms 1-2, force components in eV/Å:
0.012 0.119 -0.179
-0.032 -0.296 0.019

Computed properties:
* LUMO level: 2.4578 eV
* highest occupied orbital energy: -3.89 eV
* charge: -1
* frontier orbital gap: 6.35 eV

no.,E (eV)
1,-27073.357
2,-18565.007
3,-151166.331
4,-37385.772
5,-76873.582
6,-70209.700
7,-75334.070